Formula: C2H3N3
Source: the Open Molecules 2025 dataset
Level of theory: wB97M-V/def2-TZVPD

Element x y z (Å)
N: -0.8820 0.8313 -0.1827
C: -0.5696 -1.4537 -0.3319
N: 0.5939 -1.2454 -0.0867
C: 1.1807 0.0024 0.1004
N: 0.3530 1.0130 0.1165
H: -1.4396 1.6189 0.1640
H: -1.4840 -0.8708 -0.0111
H: 2.2475 0.1042 0.2315

Computed properties:
**Calculated total energy**: -6588.5283 eV
**LUMO energy (spin up / spin down)**: -0.3 / -0.3 eV
**Energy relative to the best compared isomer or geometry (same formula, charge and spin)**: 4.0470 eV
**E_HOMO (spin up / spin down)**: -8.7 / -8.7 eV
**Gap between HOMO and LUMO (spin up / spin down)**: 8.4 / 8.4 eV
**Largest force on an atom**: 1.0 eV Å⁻¹


Formula: C2H3N3
Source: the Open Molecules 2025 dataset
Level of theory: wB97M-V/def2-TZVPD

Element x y z (Å)
H: -0.8134 0.0627 -2.1052
N: -0.2024 -0.0786 -1.3023
C: -0.6172 0.5343 -0.2728
N: 0.1333 0.5297 0.9362
C: 1.1784 -0.4104 0.8186
N: 0.3185 -0.9577 1.5196
H: -1.5130 1.1475 -0.1922
H: 2.1069 -0.5295 0.2803

Computed properties:
**Calculated total energy**: -6589.1758 eV
**LUMO energy**: 0.8 eV
**SMILES string**: [H]/N=C/N1C=N1
**Energy relative to the best compared isomer or geometry (same formula, charge and spin)**: 3.3996 eV
**E_HOMO**: -10.1 eV
**Gap between HOMO and LUMO**: 10.9 eV
**Largest force on an atom**: 0.5 eV Å⁻¹


Formula: C2H3N3O
Source: the Open Molecules 2025 dataset
Level of theory: wB97M-V/def2-TZVPD

Element x y z (Å)
C: 1.4456 0.8416 0.1010
N: 1.6236 -0.3626 0.2943
N: 2.7693 0.5773 0.6507
H: 0.6654 1.4680 -0.2464
H: 3.5453 0.4427 0.1044
C: -2.4019 -0.9086 -0.0250
N: -2.0744 0.2328 -0.2922
O: -3.4101 -0.4170 -0.8522
H: -2.1627 -1.8741 0.2652

Computed properties:
**Calculated total energy**: -8632.4587 eV
**LUMO energy**: 0.8 eV
**SMILES string**: C1=NN1.C1=NO1
**Energy relative to the best compared isomer or geometry (same formula, charge and spin)**: 8.0359 eV
**E_HOMO**: -9.3 eV
**Gap between HOMO and LUMO**: 10.1 eV
**Largest force on an atom**: 4.5 eV Å⁻¹


Formula: C2H3N3O
Source: the Open Molecules 2025 dataset
Level of theory: wB97M-V/def2-TZVPD

Element x y z (Å)
O: 0.5513 -1.5571 -1.3046
C: 0.4869 -0.3896 -0.5811
N: 1.2014 0.6293 -0.5714
N: -0.4128 1.7625 0.8147
N: -0.9429 0.6378 0.9764
C: -0.7298 -0.4229 0.3399
H: 1.3142 -1.5038 -1.9010
H: -0.0631 2.0906 1.7297
H: -1.4051 -1.2468 0.4974

Computed properties:
**Calculated total energy**: -8636.1098 eV
**LUMO energy (spin up / spin down)**: -0.9 / -0.5 eV
**Energy relative to the best compared isomer or geometry (same formula, charge and spin)**: 4.3847 eV
**E_HOMO (spin up / spin down)**: -8.9 / -9.8 eV
**Gap between HOMO and LUMO (spin up / spin down)**: 8.0 / 9.4 eV
**Largest force on an atom**: 1.5 eV Å⁻¹


Formula: C2H3N3O
Source: the Open Molecules 2025 dataset
Level of theory: wB97M-V/def2-TZVPD

Element x y z (Å)
C: 1.9402 -0.2014 -0.2133
C: -1.4866 0.0611 -0.2969
N: 2.6870 0.1053 -1.0263
N: 1.0918 -0.5196 0.7504
N: -0.3698 0.5865 0.2756
O: -1.7167 -0.8967 -0.9965
H: -2.1502 0.9655 -0.1565
H: 0.6499 -1.4801 0.8055
H: -0.6456 1.3794 0.8579

Computed properties:
**Calculated total energy**: -8636.6087 eV
**LUMO energy**: -1.6 eV
**Energy relative to the best compared isomer or geometry (same formula, charge and spin)**: 3.8858 eV
**E_HOMO**: -10.7 eV
**Gap between HOMO and LUMO**: 9.0 eV
**Largest force on an atom**: 4.4 eV Å⁻¹


Formula: C2H3N3O
Source: the Open Molecules 2025 dataset
Level of theory: wB97M-V/def2-TZVPD

Element x y z (Å)
O: -2.4046 -0.2721 -0.0273
C: -1.2085 -0.2409 0.0484
N: -0.3125 -1.3841 0.0390
C: 0.9001 -0.8678 0.0112
N: 0.8873 0.4872 -0.0350
N: -0.4797 0.8799 0.1611
H: 1.7434 -1.4882 0.0994
H: 1.7029 1.0456 -0.1003
H: -0.8284 1.8403 -0.1964

Computed properties:
**Calculated total energy**: -8639.2587 eV
**LUMO energy**: 0.5 eV
**SMILES string**: O=c1nc[nH][nH]1
**Energy relative to the best compared isomer or geometry (same formula, charge and spin)**: 1.2358 eV
**E_HOMO**: -9.2 eV
**Gap between HOMO and LUMO**: 9.7 eV
**Largest force on an atom**: 4.2 eV Å⁻¹


What did the fourth record say?
Formula: C2H3N3O
Source: the Open Molecules 2025 dataset
Level of theory: wB97M-V/def2-TZVPD

Element x y z (Å)
O: 0.5513 -1.5571 -1.3046
C: 0.4869 -0.3896 -0.5811
N: 1.2014 0.6293 -0.5714
N: -0.4128 1.7625 0.8147
N: -0.9429 0.6378 0.9764
C: -0.7298 -0.4229 0.3399
H: 1.3142 -1.5038 -1.9010
H: -0.0631 2.0906 1.7297
H: -1.4051 -1.2468 0.4974

Computed properties:
**Calculated total energy**: -8636.1098 eV
**LUMO energy (spin up / spin down)**: -0.9 / -0.5 eV
**Energy relative to the best compared isomer or geometry (same formula, charge and spin)**: 4.3847 eV
**E_HOMO (spin up / spin down)**: -8.9 / -9.8 eV
**Gap between HOMO and LUMO (spin up / spin down)**: 8.0 / 9.4 eV
**Largest force on an atom**: 1.5 eV Å⁻¹